1.
C31H59FN3O3S | ωB97M-V with the def2-TZVPD basis set

Computed properties:
M: 572.9 u
HOMO energy: -11.6 eV
DFT total energy: -2104.3349 Ha

The geometry in ORCA input format:
```
! wB97M-V def2-TZVPD RIJCOSX def2/J DEFGRID3
* xyz 1 1
C -2.568 6.222 3.591
C -2.417 5.420 2.292
C -1.160 4.516 2.297
C -1.499 3.004 2.481
C -1.230 2.594 3.931
C -1.532 1.127 4.271
C -0.964 0.093 3.287
C -1.767 -1.227 3.357
C -0.920 -2.373 2.793
C -1.098 -2.488 1.266
C 0.233 -2.761 0.511
C 0.356 -1.776 -0.669
C -0.721 -2.137 -1.715
C -0.421 -1.677 -3.103
C -0.117 -2.557 -4.118
C 0.156 -2.029 -5.387
S 0.640 -3.192 -6.692
O 1.843 -3.755 -6.191
O 0.737 -2.530 -7.933
F -0.441 -4.293 -6.658
N 0.129 -0.789 -5.776
N -0.163 0.018 -4.761
C -0.411 -0.304 -3.504
C -0.686 0.807 -2.539
C 0.248 2.047 -2.688
C 1.713 1.716 -2.987
C 2.517 1.328 -1.734
C 3.927 0.829 -2.163
C 4.166 -0.556 -1.539
C 5.645 -1.030 -1.589
C 6.159 -1.373 -0.170
C 5.908 -2.817 0.265
C 4.438 -3.274 0.226
C 4.090 -4.362 1.266
H -3.328 6.997 3.480
H -1.625 6.657 3.923
H -2.906 5.554 4.389
H -3.324 4.827 2.153
H -2.344 6.113 1.450
H -0.530 4.675 1.421
H -0.567 4.806 3.169
H -0.904 2.428 1.770
H -2.549 2.855 2.219
H -1.892 3.207 4.556
H -0.213 2.872 4.219
H -2.610 0.952 4.355
H -1.113 0.910 5.258
H 0.073 -0.131 3.553
H -1.002 0.437 2.251
H -2.687 -1.076 2.785
H -2.041 -1.408 4.400
H -1.220 -3.302 3.286
H 0.135 -2.237 3.041
H -1.605 -1.602 0.873
H -1.758 -3.338 1.072
H 1.087 -2.686 1.182
H 0.163 -3.768 0.092
H 0.179 -0.795 -0.222
H 1.361 -1.780 -1.099
H -1.718 -1.798 -1.415
H -0.790 -3.227 -1.744
H -0.073 -3.628 -3.965
H -0.194 1.005 -5.006
H -0.678 0.475 -1.509
H -1.713 1.140 -2.737
H 0.227 2.572 -1.731
H -0.198 2.742 -3.406
H 1.869 0.943 -3.745
H 2.176 2.619 -3.396
H 2.011 0.581 -1.123
H 2.693 2.251 -1.177
H 4.704 1.547 -1.902
H 3.968 0.697 -3.249
H 3.521 -1.303 -2.014
H 3.880 -0.473 -0.489
H 6.270 -0.250 -2.025
H 5.721 -1.936 -2.195
H 7.244 -1.222 -0.181
H 5.764 -0.663 0.562
H 6.542 -3.526 -0.275
H 6.233 -2.888 1.311
H 4.178 -3.551 -0.800
H 3.824 -2.399 0.461
H 3.547 -3.889 2.085
H 4.967 -4.888 1.634
H 3.368 -5.046 0.815
C -4.800 -0.097 0.916
O -3.614 0.199 0.942
N -5.806 0.765 1.117
C -7.198 0.353 1.075
C -5.488 2.158 1.388
H -5.142 -1.127 0.721
H -7.722 0.906 0.294
H -7.672 0.557 2.036
H -7.272 -0.712 0.864
H -4.923 2.577 0.554
H -4.874 2.227 2.287
H -6.404 2.726 1.528
*
```

=====

2.
C7H18N3O | ωB97M-V with the def2-TZVPD basis set

Computed properties:
M: 160.2 u
HOMO energy: -13.0 eV
DFT total energy: -516.7381 Ha

The geometry in ORCA input format:
```
! wB97M-V def2-TZVPD RIJCOSX def2/J DEFGRID3
* xyz 1 1
C -1.365 0.621 0.073
C 0.435 -0.762 1.195
C -0.877 0.032 -1.266
C -1.073 -0.213 1.311
C 1.127 -0.560 -0.033
C -1.229 0.547 2.544
C -2.150 -1.390 1.201
N 0.564 -0.188 -1.177
N 2.871 2.087 -3.013
N 1.236 0.097 -2.323
O 2.411 -0.790 0.001
H -0.867 1.672 0.230
H -2.426 0.841 0.038
H 1.082 -0.513 2.039
H 0.282 -1.762 1.327
H -1.400 -0.911 -1.581
H -0.826 0.679 -2.161
H -0.945 -0.001 3.364
H -2.279 0.884 2.649
H -0.695 1.453 2.671
H -2.363 -1.833 2.127
H -1.881 -2.224 0.454
H -3.096 -1.031 0.880
H 2.281 2.881 -2.941
H 3.158 1.841 -4.020
H 3.716 2.372 -2.507
H 0.630 -0.156 -3.121
H 1.873 0.908 -2.470
H 2.998 -0.717 -0.786
*
```

=====

3.
C34H31BrN3O2RuSSiTe | ωB97M-V with the def2-TZVPD basis set

Computed properties:
M: 882.4 u
⟨S²⟩: 0.806
HOMO energy (spin up / spin down): -1.5 / -1.4 eV
DFT total energy: -5253.5459 Ha

The geometry in ORCA input format:
```
! wB97M-V def2-TZVPD RIJCOSX def2/J DEFGRID3
* xyz -2 2
Ru 0.696 -1.740 0.239
C -3.068 5.782 -0.005
C -2.078 4.691 0.286
C -2.259 3.401 -0.205
C -1.335 2.408 0.051
C -0.216 2.695 0.818
C -0.019 3.976 1.313
C -0.942 4.966 1.054
S 1.092 1.487 1.066
O 1.765 1.404 -0.208
O 1.903 1.983 2.165
N 0.435 0.045 1.369
C -0.271 -0.147 2.535
C -0.590 0.881 3.435
C -1.322 0.607 4.572
C -1.770 -0.673 4.846
C -1.496 -1.728 3.961
C -1.960 -3.044 4.159
C -1.665 -4.015 3.198
C -0.902 -3.689 2.108
N -0.418 -2.441 1.893
C -0.727 -1.459 2.798
H -3.891 5.407 -0.608
H -2.591 6.603 -0.543
H -3.475 6.184 0.923
H -3.131 3.176 -0.805
H -1.470 1.413 -0.352
H 0.872 4.167 1.892
H -0.786 5.968 1.436
H -0.246 1.882 3.239
H -1.560 1.414 5.255
H -2.346 -0.879 5.740
H -2.552 -3.279 5.032
H -2.030 -5.026 3.313
H -0.661 -4.428 1.353
N 0.697 -4.649 -0.922
C 0.737 -3.563 -0.531
Br 6.302 -3.068 3.973
C 4.730 -2.732 2.914
C 4.342 -1.432 2.676
C 3.213 -1.208 1.902
C 2.449 -2.251 1.374
C 2.888 -3.548 1.655
C 4.023 -3.803 2.412
H 4.905 -0.601 3.082
H 2.936 -0.179 1.711
H 2.347 -4.401 1.266
H 4.346 -4.819 2.601
Te -1.509 -1.272 -1.045
C -3.825 -0.899 -2.264
C -4.330 0.390 -2.304
C -5.443 0.700 -3.069
C -6.066 -0.290 -3.812
C -5.574 -1.584 -3.775
C -4.459 -1.881 -3.006
H -3.846 1.162 -1.724
H -5.828 1.714 -3.090
H -6.930 -0.050 -4.422
H -6.065 -2.362 -4.350
H -4.077 -2.892 -2.982
C 4.576 1.496 -2.733
Si 3.381 0.209 -3.493
C 4.392 -1.029 -4.565
C 2.216 1.192 -4.662
C 2.493 -0.739 -2.203
C 1.878 -1.196 -1.251
H 5.140 2.063 -3.473
H 5.286 1.017 -2.065
H 3.993 2.193 -2.140
H 4.963 -0.540 -5.351
H 3.733 -1.752 -5.037
H 5.091 -1.583 -3.946
H 2.751 1.701 -5.463
H 1.685 1.946 -4.088
H 1.471 0.547 -5.120
*
```

=====

4.
C3H4N2 | ωB97M-V with the def2-TZVPD basis set

Computed properties:
M: 68.1 u
SMILES: [H]/N=C/C=C=N
HOMO energy: -8.9 eV
DFT total energy: -226.1615 Ha

The geometry in ORCA input format:
```
! wB97M-V def2-TZVPD RIJCOSX def2/J DEFGRID3
* xyz 0 1
H -2.561 -0.412 0.054
N -1.550 -0.516 0.054
C -0.979 0.620 -0.048
C 0.478 0.729 -0.047
C 1.164 -0.382 0.132
N 1.726 -1.416 0.433
H -1.506 1.579 -0.108
H 1.004 1.669 -0.148
H 2.224 -1.871 -0.322
*
```